Record 1
DFT (ωB97M-V/def2-TZVPD) results for the molecule C4H5OP at a distorted geometry.

Geometry (Å):
C1 -0.75 -0.96 0.92
C2 -0.22 -1.18 -0.24
C3 -0.50 1.35 1.05
C4 0.42 -0.13 -1.12
O1 -0.95 2.00 1.92
P1 0.44 1.61 -0.46
H1 -1.23 -1.47 1.72
H2 -0.17 -2.16 -0.71
H3 1.46 -0.42 -1.31
H4 -0.09 -0.12 -2.09
H5 1.59 1.47 0.32

## Properties
orbital gap (alpha / beta)	0.315 / 0.315	Eh
energy	-15561.5796	eV
energy above the lowest of the compared OMol25 structures with the same formula, charge and spin	235.02	kJ/mol
molar mass	100.06	g/mol
HOMO energy (alpha / beta)	-7.92 / -7.92	eV
net charge	0



Record 2
DFT (ωB97M-V/def2-TZVPD) results for the molecule C4H6.

Geometry (Å):
C1 0.89 1.76 -0.03
C2 0.66 0.35 0.21
C3 0.13 -0.73 0.25
C4 -0.88 -1.77 0.03
H1 1.73 1.95 -0.70
H2 1.02 2.33 0.90
H3 -0.03 2.11 -0.52
H4 -1.80 -1.42 0.52
H5 -0.64 -2.77 0.39
H6 -1.07 -1.81 -1.04

## Properties
orbital gap	0.383	Eh
energy	-4243.2625	eV
energy above the lowest of the compared OMol25 structures with the same formula, charge and spin	67.36	kJ/mol
molar mass	54.09	g/mol
SMILES	CC#CC
HOMO energy	-9.34	eV
net charge	0



Record 3
DFT (ωB97M-V/def2-TZVPD) results for the molecule C4H6.

Geometry (Å):
C1 2.23 -0.56 -0.28
C2 1.08 -0.51 0.07
C3 -0.37 -0.51 0.31
C4 -1.06 0.82 -0.04
H1 3.24 -0.61 -0.62
H2 -0.61 -0.83 1.32
H3 -0.77 -1.31 -0.34
H4 -2.09 0.63 -0.34
H5 -0.54 1.33 -0.86
H6 -1.10 1.54 0.78

## Properties
orbital gap	0.405	Eh
energy	-4243.2898	eV
energy above the lowest of the compared OMol25 structures with the same formula, charge and spin	64.73	kJ/mol
molar mass	54.09	g/mol
SMILES	C#CCC
HOMO energy	-9.90	eV
net charge	0



Record 4
DFT (ωB97M-V/def2-TZVPD) results for the ion C4H6 with charge +1 at a distorted geometry.

Geometry (Å):
C1 1.07 -0.83 0.01
C2 -0.39 -0.79 0.11
C3 -1.31 0.07 0.46
C4 -0.77 1.21 -0.23
H1 1.57 -0.23 0.77
H2 1.46 -1.85 0.14
H3 1.46 -0.49 -0.96
H4 -2.32 -0.12 0.81
H5 -0.92 1.35 -1.29
H6 0.14 1.66 0.17

## Properties
orbital gap (alpha / beta)	0.332 / 0.312	Eh
energy	-4232.6860	eV
energy above the lowest of the compared OMol25 structures with the same formula, charge and spin	0.00	kJ/mol
molar mass	54.09	g/mol
HOMO energy (alpha / beta)	-15.59 / -16.36	eV
multiplicity	2
net charge	+1



Record 5
DFT (ωB97M-V/def2-TZVPD) results for a cluster of 26 separate species, C4H60NO28S in total at a distorted geometry.

Geometry (Å):
O1 1.35 0.23 1.69
S1 1.28 -0.19 0.30
O2 2.50 -0.42 -0.39
C1 0.28 -1.63 0.29
C2 -1.12 -1.45 0.89
N1 -1.29 -0.45 2.01
C3 -2.23 0.60 1.49
C4 -2.94 -0.05 0.30
O3 -2.12 -1.20 -0.04
H1 0.59 0.74 -0.42
H2 0.83 -2.44 0.76
H3 0.15 -1.91 -0.76
H4 -1.35 -2.41 1.37
H5 -1.73 -0.87 2.83
H6 -0.45 0.04 2.34
H7 -2.87 0.98 2.27
H8 -1.63 1.42 1.09
H9 -2.89 0.58 -0.58
H10 -3.96 -0.34 0.55
O4 2.94 -0.42 4.20
H11 3.65 0.21 4.38
H12 2.60 -0.17 3.34
O5 0.24 -3.19 3.32
H13 0.56 -2.30 3.17
H14 1.05 -3.68 3.53
O6 -5.71 1.36 0.43
H15 -6.34 1.15 1.13
H16 -6.25 1.44 -0.36
O7 -1.86 -4.17 -0.95
H17 -1.81 -3.24 -0.72
H18 -2.81 -4.33 -1.05
O8 5.52 0.10 -0.67
H19 5.53 1.03 -0.42
H20 4.60 -0.17 -0.67
O9 -1.92 0.52 -2.66
H21 -1.79 -0.43 -2.79
H22 -1.18 0.95 -3.11
O10 -2.91 -7.31 -1.13
H23 -2.64 -6.40 -1.28
H24 -2.09 -7.77 -0.89
O11 1.80 0.93 6.61
H25 2.63 1.08 7.07
H26 2.04 0.57 5.75
O12 5.21 -2.17 -2.98
H27 4.69 -2.90 -2.64
H28 5.16 -1.48 -2.31
O13 7.44 2.09 -0.67
H29 7.74 1.18 -0.83
H30 8.13 2.62 -1.10
O14 -1.34 2.93 -4.06
H31 -1.21 3.87 -3.90
H32 -2.29 2.80 -4.07
O15 9.99 2.93 -1.84
H33 10.25 2.03 -2.06
H34 10.64 3.48 -2.26
O16 -1.06 4.13 -6.88
H35 -1.05 3.29 -6.40
H36 -1.81 4.06 -7.47
O17 -0.35 -6.17 0.92
H37 -0.48 -5.97 1.86
H38 -1.01 -5.64 0.46
O18 -2.55 -0.13 4.62
H39 -3.18 -0.71 5.07
H40 -2.46 0.63 5.21
O19 -0.50 0.97 -6.07
H41 0.20 0.75 -6.69
H42 -0.06 1.35 -5.31
O20 -7.55 0.65 -1.74
H43 -7.56 -0.14 -1.18
H44 -8.33 0.54 -2.30
O21 -9.62 2.10 -0.10
H45 -8.94 1.85 -0.74
H46 -9.16 2.52 0.62
O22 8.32 -0.85 -1.41
H47 7.36 -0.84 -1.31
H48 8.56 -1.77 -1.24
O23 0.83 3.05 1.71
H49 1.16 2.17 1.57
H50 1.55 3.64 1.47
O24 10.23 -0.69 -3.91
H51 10.35 -1.48 -4.44
H52 9.81 -0.99 -3.09
O25 2.52 4.25 3.91
H53 2.44 5.15 4.24
H54 1.60 3.97 3.76
O26 -0.03 3.24 5.50
H55 -0.57 2.73 6.11
H56 0.87 2.91 5.69
O27 -8.81 -0.79 0.35
H57 -9.72 -0.50 0.49
H58 -8.80 -1.71 0.63
O28 -4.85 -0.36 -2.47
H59 -5.72 0.01 -2.66
H60 -4.29 0.41 -2.30

## Properties
orbital gap	0.342	Eh
energy	-74770.8531	eV
energy above the lowest of the compared OMol25 structures with the same formula, charge and spin	0.00	kJ/mol
molar mass	602.57	g/mol
HOMO energy	-12.26	eV
net charge	+1



Record 6
DFT (ωB97M-V/def2-TZVPD) results for a structure of composition C4H6AgClF3O2 at a distorted geometry.

Geometry (Å):
Ag1 -1.56 0.88 3.82
C1 -1.07 -0.34 0.32
O1 -0.12 0.56 -0.33
O2 -1.84 0.49 1.20
C2 -1.81 -1.17 -0.81
F1 -2.44 -2.20 -0.24
F2 -2.84 -0.61 -1.51
F3 -0.99 -1.70 -1.69
C3 1.24 0.29 -0.32
C4 1.94 1.30 -1.27
H1 1.66 1.21 -2.32
H2 1.65 2.32 -1.04
H3 3.03 1.23 -1.33
H4 1.42 -0.74 -0.66
H5 1.67 0.36 0.68
H6 -0.45 -1.04 0.88
Cl1 0.50 -0.85 4.62

## Properties
orbital gap	0.248	Eh
energy	-33015.0835	eV
energy above the lowest of the compared OMol25 structures with the same formula, charge and spin	168.35	kJ/mol
molar mass	286.40	g/mol
HOMO energy	-4.77	eV
net charge	-1



Record 7
DFT (ωB97M-V/def2-TZVPD) results for a structure of composition C4H6AgO2 at a distorted geometry.

Geometry (Å):
O1 1.75 0.98 2.30
C1 0.68 0.91 1.54
C2 0.48 0.01 0.52
C3 -0.81 -0.32 -0.06
C4 -1.03 -0.80 -1.49
O2 0.13 -0.77 -2.28
Ag1 1.37 0.44 -1.58
H1 2.58 0.88 1.80
H2 0.00 1.75 1.71
H3 -1.63 0.31 0.32
H4 -0.28 -1.34 0.58
H5 -1.84 -0.20 -1.94
H6 -1.41 -1.84 -1.43

## Properties
orbital gap (alpha / beta)	0.294 / 0.244	Eh
energy	-12324.6249	eV
energy above the lowest of the compared OMol25 structures with the same formula, charge and spin	191.87	kJ/mol
molar mass	193.96	g/mol
HOMO energy (alpha / beta)	-13.23 / -13.96	eV
multiplicity	3
net charge	+1



Record 8
DFT (ωB97M-V/def2-TZVPD) results for a structure of composition C4H6AlO3 at a distorted geometry.

Geometry (Å):
H1 0.85 -1.33 0.36
C1 0.96 -0.64 1.20
C2 -0.11 -0.08 1.79
H2 -1.08 -0.56 1.66
H3 0.16 0.32 2.79
O1 2.26 -0.33 1.32
O2 2.56 0.44 2.48
Al1 2.76 2.02 1.74
C3 -1.86 0.12 -1.95
C4 -0.86 0.01 -1.06
O3 -1.80 0.18 -3.35
H4 -2.92 0.23 -1.67
H5 0.11 -0.04 -1.61
H6 -1.03 -0.33 -3.69

## Properties
orbital gap	0.173	Eh
energy	-16978.9556	eV
energy above the lowest of the compared OMol25 structures with the same formula, charge and spin	0.00	kJ/mol
molar mass	129.07	g/mol
HOMO energy	-1.93	eV
net charge	-1



Record 9
DFT (ωB97M-V/def2-TZVPD) results for a structure of composition C4H6B2F8KO3 at a distorted geometry.

Geometry (Å):
K1 1.45 -0.79 -0.89
B1 -0.17 -3.37 0.63
F1 0.13 -4.42 -0.23
F2 0.97 -2.85 1.12
F3 -0.73 -2.45 -0.18
F4 -0.86 -3.94 1.70
B2 3.42 -2.74 -2.95
F5 4.29 -3.75 -3.20
F6 2.62 -3.01 -1.92
F7 4.17 -1.68 -2.51
F8 2.72 -2.44 -4.11
C1 -2.99 2.37 1.38
C2 -1.62 2.90 0.94
C3 -0.39 2.35 1.68
O1 0.40 1.97 0.58
C4 -0.23 2.11 -0.60
O2 0.31 1.76 -1.62
O3 -1.40 2.73 -0.47
H1 -2.92 1.30 1.16
H2 -3.84 2.95 1.03
H3 -3.13 2.37 2.47
H4 -1.61 3.89 1.40
H5 -0.70 1.59 2.39
H6 0.11 3.16 2.21

## Properties
orbital gap	0.351	Eh
energy	-49821.5821	eV
energy above the lowest of the compared OMol25 structures with the same formula, charge and spin	116.10	kJ/mol
molar mass	314.80	g/mol
HOMO energy	-7.83	eV
net charge	-1



Record 10
DFT (ωB97M-V/def2-TZVPD) results for a structure of composition C4H6B3F12N2Ni at a distorted geometry.

Geometry (Å):
Ni1 -0.10 0.13 -0.34
B1 -1.57 -1.86 -1.17
F1 -2.55 -2.65 -0.70
F2 -0.63 -1.73 -0.19
F3 -0.93 -2.32 -2.31
F4 -1.99 -0.56 -1.44
B2 2.43 -1.45 -2.06
F5 2.09 -2.81 -2.10
F6 2.28 -0.89 -3.32
F7 1.50 -0.86 -1.22
F8 3.67 -1.19 -1.55
B3 -0.08 2.20 -1.64
F9 0.17 3.25 -2.50
F10 0.78 2.14 -0.59
F11 -1.36 2.18 -1.12
F12 -0.03 0.99 -2.21
C1 3.40 -0.38 2.96
C2 2.21 -0.16 2.09
N1 1.28 -0.01 1.36
H1 3.40 0.24 3.86
H2 4.36 -0.34 2.45
H3 3.28 -1.38 3.38
C3 -4.09 1.37 1.48
C4 -2.72 0.99 1.34
N2 -1.57 0.65 1.14
H4 -3.94 2.38 1.87
H5 -4.71 0.67 2.04
H6 -4.57 1.41 0.51

## Properties
orbital gap (alpha / beta)	0.375 / 0.375	Eh
energy	-82927.6754	eV
energy above the lowest of the compared OMol25 structures with the same formula, charge and spin	229.79	kJ/mol
molar mass	401.21	g/mol
HOMO energy (alpha / beta)	-7.85 / -7.85	eV
multiplicity	3
net charge	-1



Record 11
DFT (ωB97M-V/def2-TZVPD) results for the molecule C4H6BFO2 at a distorted geometry.

Geometry (Å):
C1 1.45 -0.08 -2.03
C2 0.87 0.54 -0.99
F1 1.11 1.86 -0.77
C3 -0.18 -0.12 -0.12
C4 -1.24 -0.82 -0.87
B1 -0.43 0.18 1.39
O1 -1.71 0.28 1.97
O2 0.63 0.18 2.21
H1 2.29 0.40 -2.51
H2 1.42 -1.15 -2.10
H3 -1.02 -1.13 -1.86
H4 -2.19 -1.12 -0.47
H5 -1.52 0.66 2.91
H6 0.54 0.32 3.23

## Properties
orbital gap	0.333	Eh
energy	-11734.4836	eV
energy above the lowest of the compared OMol25 structures with the same formula, charge and spin	25.24	kJ/mol
molar mass	115.90	g/mol
SMILES	C=C(F)C(=C)B(O)O
HOMO energy	-8.90	eV
net charge	0



Record 12
DFT (ωB97M-V/def2-TZVPD) results for a structure of composition C4H6BaF4N2O12S4 at a distorted geometry.

Geometry (Å):
Ba1 -0.27 -0.03 -0.02
N1 1.33 0.30 -2.18
S1 1.53 -0.61 -3.42
O1 2.84 -1.19 -3.56
O2 0.83 -0.32 -4.63
F1 0.63 -1.82 -2.83
S2 2.18 1.66 -2.65
O3 2.01 2.14 -4.01
O4 3.47 1.77 -2.07
F2 1.35 2.71 -1.77
N2 1.61 0.75 1.62
S3 2.25 2.29 1.89
O5 3.34 2.64 1.03
O6 2.24 2.76 3.25
F3 1.00 3.04 1.25
S4 2.45 -0.10 2.61
O7 1.89 -0.29 3.91
O8 3.87 0.03 2.48
F4 2.22 -1.50 1.85
C1 -4.47 1.47 -1.00
C2 -2.98 1.28 -0.83
O9 -2.39 0.50 -1.62
O10 -2.42 1.81 0.17
H1 -4.87 0.99 -1.90
H2 -4.81 2.50 -0.90
H3 -4.90 0.94 -0.15
C3 -1.48 -3.88 2.35
C4 -1.34 -2.77 1.33
O11 -0.71 -3.02 0.27
O12 -1.72 -1.61 1.63
H4 -1.69 -4.83 1.88
H5 -2.36 -3.67 2.97
H6 -0.64 -3.93 3.04

## Properties
orbital gap	0.315	Eh
energy	-86706.3123	eV
energy above the lowest of the compared OMol25 structures with the same formula, charge and spin	0.00	kJ/mol
molar mass	615.68	g/mol
HOMO energy	-4.00	eV
net charge	-2



Record 13
DFT (ωB97M-V/def2-TZVPD) results for a structure of composition C4H6BeLiO2 at a distorted geometry.

Geometry (Å):
O1 1.25 -1.83 0.77
C1 0.84 -1.75 -0.51
C2 -0.54 -1.76 -0.72
Be1 2.04 0.07 0.18
Li1 -0.17 -0.27 2.18
H1 -1.23 -2.02 0.11
H2 -0.93 -1.93 -1.72
C3 -0.03 1.48 0.54
C4 -0.82 0.61 -0.18
O2 1.32 1.68 0.24
H3 -0.46 2.37 1.02
H4 -0.89 0.07 -1.12
H5 -1.81 1.08 -0.23
H6 1.42 2.20 -0.57

## Properties
orbital gap (alpha / beta)	0.168 / 0.201	Eh
energy	-8937.9090	eV
molar mass	102.04	g/mol
HOMO energy (alpha / beta)	-5.13 / -6.22	eV
multiplicity	2
net charge	0



Record 14
DFT (ωB97M-V/def2-TZVPD) results for the molecule C4H6Br2O at a distorted geometry.

Geometry (Å):
C1 0.27 -1.13 -1.10
C2 -0.75 -0.80 -0.01
C3 0.19 0.00 0.82
C4 0.33 1.42 0.37
O1 1.33 -0.85 -0.23
Br1 -2.38 0.16 -0.51
Br2 0.52 -0.26 2.65
H1 0.37 -2.08 -1.52
H2 0.17 -0.21 -1.85
H3 -1.16 -1.68 0.50
H4 0.30 1.41 -0.72
H5 1.29 1.89 0.77
H6 -0.48 2.14 0.83

## Properties
orbital gap (alpha / beta)	0.237 / 0.267	Eh
energy	-146371.2646	eV
energy above the lowest of the compared OMol25 structures with the same formula, charge and spin	189.41	kJ/mol
molar mass	229.90	g/mol
HOMO energy (alpha / beta)	-5.68 / -10.24	eV
multiplicity	3
net charge	0